# H80O40

40 unconnected molecules or ions with the total composition H80O40 at a distorted geometry (wB97M-V/def2-TZVPD, the OMol25 dataset).

Positions of all 120 atoms, in Å:
H (1.953, 0.874, 5.243)
H (0.917, 2.048, 5.707)
O (1.155, 1.120, 5.759)
H (-5.147, 1.803, 2.017)
H (-5.186, 0.594, 2.509)
O (-5.873, 1.206, 2.229)
H (2.608, -1.789, -4.979)
H (2.567, -3.214, -4.221)
O (2.068, -2.551, -4.704)
H (-1.883, 0.969, -3.820)
H (-0.405, 1.381, -3.180)
O (-1.327, 1.636, -3.332)
H (-1.613, 5.241, 0.870)
H (-1.299, 3.780, 0.112)
O (-1.642, 4.286, 0.855)
H (-1.322, 2.731, 3.807)
O (-1.230, 2.658, 4.779)
H (-3.483, 2.675, -0.486)
O (-3.521, 2.360, 0.426)
H (-1.939, 0.904, -0.284)
H (-2.615, 1.344, -1.462)
O (-2.309, 0.508, -1.083)
H (4.175, 0.629, 3.641)
H (3.062, 1.482, 3.345)
O (3.405, 0.977, 4.102)
H (-2.413, 5.505, 2.584)
H (-1.989, 4.559, 3.719)
O (-2.753, 4.951, 3.280)
H (-5.655, 1.221, -0.730)
H (-5.929, 1.019, -2.238)
O (-5.812, 0.577, -1.406)
H (-2.944, 2.901, -3.404)
O (-3.527, 3.629, -3.654)
H (0.477, 1.390, 2.961)
H (0.500, 1.732, 1.415)
O (0.732, 2.008, 2.292)
H (0.494, -1.429, 3.329)
H (0.638, -0.186, 4.418)
O (0.286, -0.516, 3.567)
H (0.385, -2.885, -7.369)
H (0.632, -2.816, -5.694)
O (0.446, -2.390, -6.526)
H (5.406, 2.884, 1.936)
H (3.832, 3.237, 2.028)
O (4.514, 2.557, 2.186)
H (-0.579, 2.704, -1.088)
H (0.614, 3.525, -1.821)
O (-0.015, 3.485, -1.113)
H (1.463, -1.855, 1.218)
H (0.715, -2.963, 1.902)
O (1.500, -2.375, 2.014)
H (4.713, -2.411, -4.759)
O (4.468, -1.565, -4.353)
H (4.366, 2.398, -2.665)
H (5.423, 1.685, -3.408)
O (5.000, 2.587, -3.380)
H (-0.008, 0.872, -7.038)
O (0.227, 0.549, -6.164)
H (-0.970, -4.189, 1.088)
H (-1.401, -3.709, 2.325)
O (-0.871, -3.351, 1.570)
H (0.485, 3.217, -5.166)
H (1.026, 1.982, -5.581)
O (1.336, 2.774, -5.054)
H (1.162, -5.620, 0.925)
H (1.628, -6.269, -0.307)
O (1.899, -5.618, 0.314)
H (1.850, 2.731, 0.181)
H (3.357, 2.936, -0.106)
O (2.485, 3.400, -0.096)
H (5.299, 0.626, -1.151)
H (5.248, 2.227, -1.006)
O (4.718, 1.383, -1.018)
H (-2.330, -5.512, 3.572)
H (-1.112, -4.930, 4.518)
O (-1.592, -4.930, 3.717)
H (0.716, -6.462, 2.758)
H (-0.788, -6.613, 2.454)
O (0.066, -6.464, 2.027)
H (-3.512, -5.941, -0.081)
H (-3.888, -5.264, 1.229)
O (-3.383, -5.986, 0.878)
H (5.039, 4.129, -2.129)
H (4.591, 4.726, -0.815)
O (5.183, 4.073, -1.178)
H (1.859, 0.435, -1.692)
H (1.350, -0.037, -0.475)
O (1.114, 0.631, -1.114)
H (-0.590, -0.739, 1.635)
O (-0.389, -0.891, 0.717)
H (-2.952, 0.506, 2.947)
H (-1.861, -0.315, 3.725)
O (-2.089, 0.610, 3.417)
H (4.346, -2.026, -3.470)
H (-2.037, 2.183, 5.021)
H (0.536, -0.308, -6.477)
H (-2.685, 2.709, 0.811)
H (-2.930, 4.322, -3.970)
H (-0.739, -1.753, 0.478)
O (4.075, -3.410, 2.437)
H (3.101, -3.490, 2.343)
H (3.997, -2.857, 3.271)
O (-1.982, -2.025, -2.759)
H (-1.175, -2.527, -2.690)
H (-2.000, -1.351, -2.045)
O (-2.634, 0.027, -5.058)
H (-2.007, -0.616, -4.739)
H (-2.406, 0.526, -5.828)
O (4.157, -0.051, 1.194)
H (4.476, 0.351, 0.355)
H (4.506, -0.948, 0.920)
O (-1.706, -0.963, 5.803)
H (-0.868, -1.381, 5.834)
H (-1.479, -0.089, 6.130)
O (-4.248, -0.007, 0.706)
H (-4.891, -0.515, 0.220)
H (-3.889, 0.702, 0.120)
O (-3.522, -3.157, -0.367)
H (-3.966, -2.343, -0.035)
H (-3.033, -2.791, -1.119)

Computed properties:
energy above the lowest of the compared OMol25 structures with the same formula, charge and spin	203.44	kcal/mol
HOMO-LUMO gap	0.323	Eh
E_LUMO	-0.030	Ha

Here are the Mulliken charges for atoms 1 to 5, given in e: H 0.341; H 0.283; O -0.653; H 0.332; H 0.333